No. 1
Here is C12H18N6OPdS2 as an isolated structure at a distorted geometry from the Open Molecules 2025 dataset. Energies are from ωB97M-V/def2-TZVPD.

The geometry in XYZ format:
```
40
Properties=species:S:1:pos:R:3:forces:R:3:nbo_charge:R:1
Pd 0.0812 0.0675 -0.1483 -0.5 1.2 -0.1 0.035
S -1.7725 1.0953 -1.5170 0.8 -0.3 -0.1 -0.187
S -0.4929 -4.5011 -0.9611 -0.1 0.3 0.2 0.310
O 1.8722 -0.1956 1.5565 0.2 0.2 -0.3 -0.731
N -3.9649 1.8345 -0.1745 0.9 -0.2 0.5 -0.386
N -2.2805 1.6150 1.1489 -0.5 0.0 -0.3 -0.248
N -0.8926 -2.1661 0.0997 0.4 0.7 -0.2 -0.594
N -4.4092 2.1638 1.0636 -0.4 0.2 0.7 -0.267
N -1.0344 1.3388 1.6601 0.2 -0.3 0.5 -0.641
N 0.6219 -2.0829 -1.6296 0.2 -0.5 -0.4 -0.814
C -3.3929 2.0252 1.8480 -0.4 0.1 0.0 0.347
C -3.0025 -5.0103 2.1988 -0.1 -0.2 0.1 -0.240
C -3.3767 2.2792 3.3049 -0.1 0.0 0.0 -0.657
C -0.2459 -2.7494 -0.8573 -0.1 -0.7 0.0 0.306
C -2.6501 1.4877 -0.1836 -0.3 0.3 -0.3 0.204
C -2.4261 -2.6885 1.9274 0.1 0.0 -0.1 -0.262
C 1.6549 -1.4699 2.1378 0.3 -0.6 0.3 -0.060
C 2.8546 -1.9048 2.9715 -0.3 0.2 -0.1 -0.635
C -3.1185 -3.6807 2.5880 -0.1 0.0 0.1 -0.197
C -1.6257 -3.0304 0.8458 -0.1 -0.8 0.0 0.215
C -2.2076 -5.3722 1.1228 0.0 0.0 0.0 -0.208
C -1.5352 -4.3781 0.4414 0.0 0.2 0.0 -0.245
H 3.0917 -1.1358 3.7015 0.1 0.1 0.1 0.209
H -4.3389 2.6804 3.6055 -0.1 0.0 0.0 0.253
H 2.6142 -0.2714 0.9405 -0.2 0.1 0.1 0.480
H 3.7253 -2.0560 2.3359 0.1 -0.1 0.0 0.200
H 0.7679 -1.3683 2.7735 0.1 0.0 -0.2 0.167
H -3.7594 -3.4181 3.4163 0.0 0.0 0.1 0.210
H 2.6387 -2.8329 3.4931 0.0 -0.2 0.1 0.215
H -3.1947 1.3554 3.8522 0.1 0.0 0.1 0.231
H 1.4464 -2.2267 1.3693 -0.1 0.2 0.1 0.175
H -2.1133 -6.4028 0.8211 -0.1 -0.2 0.0 0.218
H 0.5267 -1.0289 -1.4622 0.2 -0.1 -0.4 0.366
H -3.5459 -5.7739 2.7374 0.0 0.0 0.0 0.213
H -0.9823 0.4402 2.1499 -0.2 0.5 -0.3 0.384
H -0.6360 2.0938 2.2073 -0.2 0.0 -0.2 0.382
H -2.4884 -1.6503 2.2150 -0.1 0.1 0.1 0.202
H -2.5966 2.9959 3.5600 0.0 0.0 0.1 0.227
H 0.8605 -2.4268 -2.5457 0.0 -0.1 0.0 0.393
H -4.5896 1.8404 -0.9628 0.2 0.0 0.0 0.428
```
Forces are in eV/Å.

The total energy comes out at -1796.04624 a.u. As for the frontier orbital gap: 0.229 Ha. The value obtained for the energy relative to the best compared isomer or geometry (same formula, charge and spin) is 189.7 kJ/mol.


No. 2
Here is a 2-piece molecular cluster, C2H6IP overall at a distorted geometry from the Open Molecules 2025 dataset. Energies are from ωB97M-V/def2-TZVPD.

The geometry in XYZ format:
```
10
Properties=species:S:1:pos:R:3:forces:R:3:nbo_charge:R:1
I 2.3278 0.0495 1.2385 0.1 0.0 0.0 0.034
P -2.5101 1.3255 0.8050 -0.7 0.3 0.1 0.420
C 2.1830 -0.3214 -0.8861 3.0 3.5 0.5 -0.701
C -1.6813 -0.0706 0.4197 -2.2 1.1 0.9 -0.825
H 1.7213 0.6295 -1.2520 0.5 -1.2 -0.1 0.232
H 1.5943 -1.1408 -0.9195 -1.8 -2.5 -0.6 0.205
H -3.9724 0.9351 1.0374 1.7 -0.2 -0.4 -0.055
H -0.6206 0.0164 0.3116 0.3 -0.5 -0.2 0.223
H 3.2603 -0.4731 -1.2216 -1.8 0.2 0.2 0.237
H -2.3023 -0.9501 0.4669 0.8 -0.7 -0.3 0.228
```
Forces are in eV/Å.

The total energy comes out at -718.76223 a.u. As for the frontier orbital gap: 0.358 Ha. The value obtained for the energy relative to the best compared isomer or geometry (same formula, charge and spin) is 104.0 kJ/mol. Its SMILES is C=P.CI.